No. 1
C9H11BrF2 | the ωB97M-V functional and the def2-TZVPD basis

```
! wB97M-V def2-TZVPD RIJCOSX def2/J DEFGRID3
* xyz 0 1
C -0.7542 -0.0585 -1.4403
C -0.0704 0.8949 -1.9814
C 0.7060 -1.2162 0.0781
C -0.7436 0.5555 0.9827
C 1.9270 -0.2996 0.0454
C 0.4304 1.5956 0.9761
C -0.7253 -0.5791 -0.0822
C 1.5075 1.1751 0.0208
C -1.8833 -1.4803 0.2527
F -1.7133 -0.7349 -2.2858
F -0.0882 1.3535 -3.1563
Br 2.6862 2.5143 -0.6761
H 0.9559 -1.9739 -0.6143
H 0.6208 -1.7605 1.0887
H -0.7484 0.1414 1.9073
H -1.5506 1.2273 0.9770
H 2.7044 -0.2961 0.7873
H 2.5451 -0.5487 -0.8020
H 0.0145 2.6592 0.8095
H 0.7944 1.8012 2.1300
H -2.0100 -2.1850 -0.4877
H -2.9142 -1.0221 0.2393
H -1.6906 -1.7630 1.2314
*
```

Output
HOMO energy (spin up / spin down): -8.9882 / -8.0345 eV
Electronic energy: -3123.07669 hartree
Max |F|: 4.18 eV/A

***

No. 2
C23H28NO | the ωB97M-V functional and the def2-TZVPD basis

```
! wB97M-V def2-TZVPD RIJCOSX def2/J DEFGRID3
* xyz 1 1
C -2.8685 -0.5337 2.3106
C -2.3316 -0.8277 0.9154
C -2.1971 -2.3389 0.7555
H -1.6672 -2.7348 1.6170
H -3.1728 -2.8219 0.7189
H -1.6222 -2.6194 -0.1211
H -1.3552 -0.3489 0.7783
N -3.2336 -0.2655 -0.1607
H -4.1443 -0.7237 -0.0474
C -2.7324 -0.6478 -1.5218
C -1.3620 -0.2107 -1.6861
C -0.2303 0.1867 -1.7268
C 1.1076 0.7118 -1.6541
H 1.0652 1.7966 -1.7788
H 1.7359 0.2890 -2.4389
C 1.7246 0.3828 -0.2717
C 2.3055 -1.0208 -0.2512
C 1.6568 -2.2255 -0.4028
C 2.4067 -3.3946 -0.3659
C 3.7798 -3.3489 -0.1872
C 4.4384 -2.1377 -0.0374
C 3.6947 -0.9710 -0.0674
C 4.0978 0.4223 0.0759
C 5.3390 0.9926 0.2974
C 5.4216 2.3712 0.4250
C 4.2891 3.1650 0.3384
C 3.0409 2.5987 0.1093
C 2.9572 1.2304 -0.0258
H 2.1587 3.2199 0.0472
H 4.3758 4.2350 0.4483
H 6.3816 2.8330 0.5985
H 6.2234 0.3792 0.3718
H 5.5082 -2.1067 0.0985
H 4.3442 -4.2686 -0.1661
H 1.9142 -4.3482 -0.4822
H 0.5888 -2.2566 -0.5553
O 0.7047 0.5860 0.7072
H 1.1336 0.6035 1.5703
H -3.3763 -0.1955 -2.2779
H -2.8049 -1.7319 -1.6300
C -3.4915 1.2239 0.0129
C -3.4036 2.0424 -1.2698
H -4.2001 1.7993 -1.9691
H -3.5226 3.0882 -0.9976
H -2.4386 1.9402 -1.7565
C -4.8762 1.4084 0.6241
H -5.0044 0.8612 1.5528
H -5.0401 2.4605 0.8394
H -5.6469 1.0951 -0.0786
H -2.7122 1.5901 0.6843
H -3.8393 -1.0010 2.4656
H -2.9384 0.5266 2.5292
H -2.1815 -0.9600 3.0363
*
```

Output
Relative energy (zero: lowest compared OMol25 entry of this formula, charge and spin): 26.5 kJ/mol
HOMO energy: -10.6234 eV
Electronic energy: -1022.96067 hartree
Max |F|: 0.93 eV/A

***

No. 3
C25H27BrCrN3S6 | the ωB97M-V functional and the def2-TZVPD basis

```
! wB97M-V def2-TZVPD RIJCOSX def2/J DEFGRID3
* xyz -1 5
Cr -1.0547 -0.1024 0.9866
S -5.0357 5.3146 4.1573
C -4.1469 4.0863 3.4790
S -4.5055 2.4177 3.6659
C -3.1880 1.7501 2.7244
C -2.3601 2.6660 2.1785
S -0.9528 2.3665 1.1781
S -2.7597 4.3385 2.4989
S -3.0895 0.0200 2.6014
Br 1.4873 -2.3348 0.2455
C -0.1417 -3.1304 0.7302
C -0.2228 -4.5152 0.7702
C -1.4266 -5.0870 1.1295
C -2.4960 -4.2635 1.4449
C -2.3175 -2.8967 1.3820
N -1.1575 -2.3271 1.0182
H 0.6449 -5.1084 0.5242
H -1.5273 -6.1643 1.1667
H -3.4567 -4.6616 1.7375
H -3.1227 -2.2145 1.6228
S 0.3722 -0.4772 3.3407
C 1.7658 0.4443 3.1220
N 1.6406 1.7829 2.8865
C 2.6653 2.6529 2.8179
C 3.9477 2.2267 2.9875
C 4.1549 0.8438 3.1640
C 3.1026 -0.0263 3.2120
H 0.6856 2.0966 2.6300
H 2.3880 3.6765 2.6080
H 4.7684 2.9252 2.9376
H 5.1652 0.4634 3.2570
H 3.2420 -1.0878 3.3555
C 3.7213 1.6127 -0.4603
C 2.6827 1.0084 -1.3667
C 3.0026 0.7136 -2.6923
C 2.0302 0.1529 -3.5093
C 2.3357 -0.1717 -4.9497
C 0.7620 -0.1102 -3.0130
C 0.3876 0.1691 -1.6734
C 1.4189 0.7409 -0.8824
N -0.8187 -0.0857 -1.0938
C -2.0021 -0.3430 -1.9289
C -2.0039 -1.7651 -2.5205
C -2.2142 0.7393 -3.0045
C -3.2417 -0.2421 -1.0333
H 4.5958 1.9360 -1.0270
H 4.0563 0.8952 0.2946
H 3.3244 2.4769 0.0721
H 3.9936 0.9267 -3.0784
H 3.3932 -0.0240 -5.1725
H 1.7599 0.4637 -5.6271
H 2.0824 -1.2081 -5.1836
H 0.0594 -0.5627 -3.6937
H 1.1978 0.9884 0.1540
H -1.1128 -1.9921 -3.1020
H -2.8793 -1.9189 -3.1587
H -2.0532 -2.4913 -1.7041
H -1.4579 0.7610 -3.7829
H -2.2148 1.7159 -2.5162
H -3.1855 0.5931 -3.4842
H -3.2448 -1.0053 -0.2543
H -4.1497 -0.3809 -1.6252
H -3.2939 0.7321 -0.5429
*
```

Output
Relative energy (zero: lowest compared OMol25 entry of this formula, charge and spin): 3.2 kJ/mol
HOMO energy (spin up / spin down): -3.7283 / -3.7838 eV
Electronic energy: -7140.89035 hartree
Max |F|: 0.52 eV/A

***

No. 4
C72H70CsN6P2S | the ωB97M-V functional and the def2-TZVPD basis

```
! wB97M-V def2-TZVPD RIJCOSX def2/J DEFGRID3
* xyz -1 1
Cs -0.4381 -0.6702 0.0556
N 0.5102 1.0295 3.7038
P 1.5737 -0.1221 2.9039
C 3.0919 0.1733 3.8940
C 3.1796 0.9975 5.0088
C 4.3908 1.1534 5.6750
C 5.5199 0.4824 5.2366
C 5.4396 -0.3477 4.1240
C 4.2365 -0.4929 3.4561
C 1.0782 -1.7239 3.6073
C 1.2285 -2.8280 2.7784
C 0.9321 -4.1031 3.2473
C 0.4700 -4.2644 4.5406
C 0.3113 -3.1595 5.3737
C 0.6190 -1.8933 4.9120
P -1.0545 1.3693 2.9875
C -2.1769 0.7178 4.2757
C -3.4159 0.2401 3.8751
C -4.3225 -0.2412 4.8141
C -3.9809 -0.2563 6.1548
C -2.7356 0.2160 6.5639
C -1.8417 0.7051 5.6291
C -1.1769 3.1677 3.3457
C -2.4433 3.7178 3.5449
C -2.6081 5.0831 3.7006
C -1.5075 5.9301 3.6607
C -0.2463 5.3992 3.4521
C -0.0860 4.0286 3.2874
H 1.0291 1.8949 3.8045
H 2.2996 1.5037 5.3857
H 4.4434 1.7981 6.5431
H 6.4615 0.6041 5.7557
H 6.3159 -0.8725 3.7671
H 4.1878 -1.1285 2.5778
H 1.5603 -2.6984 1.7538
H 1.0266 -4.9566 2.5889
H 0.1998 -5.2501 4.8979
H -0.0629 -3.2919 6.3817
H 0.4980 -1.0286 5.5526
H -3.6677 0.2050 2.8217
H -5.2769 -0.6317 4.4866
H -4.6779 -0.6456 6.8862
H -2.4667 0.1994 7.6127
H -0.8680 1.0683 5.9350
H -3.3137 3.0740 3.5842
H -3.6013 5.4851 3.8511
H -1.6374 6.9976 3.7805
H 0.6183 6.0473 3.3961
H 0.9127 3.6666 3.0701
C 2.1466 -3.1524 -4.5074
C 1.9985 -2.6217 -3.0830
C 1.7005 -3.7561 -2.1037
C 3.2079 -1.8217 -2.6418
C 4.4753 -2.3923 -2.6653
C 5.5908 -1.6929 -2.2261
C 5.4333 -0.4068 -1.7312
C 4.1816 0.1969 -1.6859
C 4.0273 1.6120 -1.1602
C 4.6353 2.6269 -2.1284
C 4.6104 1.7683 0.2417
C 3.0696 -0.5078 -2.1718
N 1.8042 0.0913 -2.1162
C 1.3560 0.7454 -3.1630
C 0.0624 1.3886 -3.1915
N -0.7945 1.3101 -2.1951
C -1.8458 2.2300 -2.1028
C -1.5849 3.5835 -1.8215
C -2.6547 4.4645 -1.7139
C -3.9654 4.0330 -1.8517
C -4.2140 2.6848 -2.0611
C -3.1741 1.7698 -2.1704
C -3.4547 0.2987 -2.3957
C -4.5187 -0.2628 -1.4582
C -3.8024 0.0197 -3.8571
C -0.1759 4.0777 -1.5515
C 0.2359 5.2255 -2.4702
C -0.0354 4.4705 -0.0807
C -0.0612 2.0948 -4.4899
C -1.0376 2.8386 -5.0966
C -0.7926 3.3536 -6.4022
C 0.3800 3.1324 -7.0741
C 1.4028 2.3484 -6.4682
C 2.6681 2.0165 -7.0297
C 3.5445 1.2417 -6.3193
C 3.2432 0.7376 -5.0201
C 2.0326 1.0458 -4.4604
C 1.1391 1.8554 -5.2029
H 1.2236 -3.6410 -4.8267
H 2.9498 -3.8899 -4.5777
H 2.3678 -2.3456 -5.2076
H 1.1412 -1.9468 -3.0682
H 2.5382 -4.4575 -2.0533
H 0.8067 -4.3051 -2.4058
H 1.5228 -3.3759 -1.0954
H 4.5907 -3.4054 -3.0333
H 6.5710 -2.1517 -2.2573
H 6.2995 0.1393 -1.3742
H 2.9552 1.8110 -1.1015
H 5.7115 2.4650 -2.2359
H 4.4857 3.6481 -1.7697
H 4.1842 2.5464 -3.1171
H 5.6976 1.6533 0.2407
H 4.1969 1.0275 0.9279
H 4.3890 2.7597 0.6433
H -2.4596 5.5105 -1.5046
H -4.7853 4.7357 -1.7711
H -5.2360 2.3317 -2.1369
H -2.5228 -0.2227 -2.1850
H -5.5162 0.1102 -1.7050
H -4.3153 -0.0008 -0.4180
H -4.5409 -1.3518 -1.5276
H -4.7202 0.5439 -4.1394
H -3.9511 -1.0488 -4.0248
H -3.0052 0.3597 -4.5207
H 0.5071 3.2453 -1.7254
H -0.3907 6.1060 -2.3064
H 0.1513 4.9431 -3.5197
H 1.2708 5.5181 -2.2789
H -0.6867 5.3108 0.1737
H 0.9933 4.7598 0.1504
H -0.3097 3.6397 0.5707
H -1.9781 3.0551 -4.6075
H -1.5678 3.9459 -6.8728
H 0.5292 3.5459 -8.0645
H 2.9316 2.3735 -8.0183
H 4.5041 0.9918 -6.7552
H 3.9725 0.1219 -4.5113
N -3.0551 -5.0172 0.9673
C -3.1522 -5.2509 2.3279
C -3.6031 -6.4824 2.7992
C -3.7757 -6.7115 4.1561
C -3.4902 -5.7073 5.0720
C -3.0160 -4.4867 4.6090
C -2.8424 -4.2474 3.2527
S -2.2668 -2.6997 2.6863
N -1.9519 -2.8885 1.0413
C -2.4270 -3.9161 0.3563
C -2.3186 -3.9319 -1.0601
C -2.7868 -4.9937 -1.8924
C -2.6673 -4.9071 -3.2505
C -2.0816 -3.7678 -3.8336
C -1.6409 -2.7830 -2.9633
N -1.7268 -2.8275 -1.6427
H -3.2553 -5.8002 0.3737
H -3.8338 -7.2647 2.0837
H -4.1352 -7.6756 4.4929
H -3.6259 -5.8689 6.1330
H -2.7753 -3.6953 5.3098
H -3.2543 -5.8787 -1.4786
H -3.0316 -5.7157 -3.8737
H -1.9750 -3.6504 -4.9022
H -1.1782 -1.8842 -3.3687
*
```

Output
HOMO energy (spin up / spin down): -2.9635 / -2.2888 eV
Electronic energy: -4215.36387 hartree
Max |F|: 0.63 eV/A

***

- Among the records above, which one has the lowest max |F|?
  C25H27BrCrN3S6

***

- Among the records above, which one has the lowest electronic energy?
  C25H27BrCrN3S6